No. 1
ORCA calculation (ωB97M-V/def2-TZVPD) on an isolated molecule of C4H7Br at a distorted geometry.

Summary:
expectation value of S²	2.005
energy above the lowest of the compared OMol25 structures with the same formula, charge and spin	41.4	kcal/mol
orbital gap (spin up / spin down)	5.56 / 6.69	eV
2S+1	3

Geometry (Å):
1 C 0.0992 -0.9815 0.5301
2 C 0.2996 -0.4871 -0.8939
3 C -0.4972 0.4250 0.8953
4 C 0.2359 0.9493 -0.3553
5 Br -0.9320 2.1889 -1.3307
6 H -0.5238 -1.9513 0.6390
7 H 1.0393 -1.2907 0.9648
8 H 1.2849 -0.8366 -1.1868
9 H -0.5550 -0.8931 -1.4105
10 H -1.6569 0.5973 0.7265
11 H -0.1372 0.9983 1.6994
12 H 1.3431 1.2815 -0.2780



No. 2
ORCA calculation (ωB97M-V/def2-TZVPD) on a 2-piece molecular cluster, C5H8N2O overall at a distorted geometry.

Summary:
energy above the lowest of the compared OMol25 structures with the same formula, charge and spin	174.6	kcal/mol
orbital gap	8.72	eV

Geometry (Å):
1 C -1.8730 -0.8229 -0.7526
2 C -0.5209 -0.6733 -1.5351
3 C -0.0082 0.7641 -1.4049
4 C 0.7910 -0.3839 0.6971
5 C 1.7960 0.8757 2.6510
6 H -2.5162 -0.9273 -1.6776
7 H -2.0530 0.3628 -0.3619
8 H -1.9830 -1.7417 0.0521
9 H -0.1866 -1.1105 -2.5218
10 H 0.2259 1.4791 -2.2727
11 H -0.5742 1.5675 -0.8029
12 H 0.4459 -1.4571 1.0610
13 H 2.8035 1.9233 2.9136
14 N 0.6467 -0.3272 -0.6796
15 N 1.4638 0.7190 1.2021
16 O 1.5425 -0.2476 3.4321



No. 3
ORCA calculation (ωB97M-V/def2-TZVPD) on C39H50BN10O2Pb as an isolated structure.

Summary:
charge	+3
orbital gap	6.04	eV

Geometry (Å):
1 Pb -1.7140 0.0203 -1.5782
2 C -4.9610 0.7272 5.6097
3 C -3.9838 0.6620 4.4726
4 C -2.7281 1.1726 4.5308
5 C -1.8320 1.1373 3.4110
6 C -0.5132 1.4575 3.6977
7 N 0.5227 1.5236 2.8617
8 C 1.9106 1.5525 3.3251
9 C 2.7291 0.2313 3.1504
10 C 3.9278 0.1471 2.1875
11 N 3.6977 0.1324 0.6577
12 C 3.4492 -1.1152 -0.1258
13 C 3.3249 -2.3844 0.2598
14 C 3.8459 -3.0877 1.4146
15 C 3.2933 -4.2518 1.8048
16 C 3.8610 -5.1012 2.8895
17 C 2.0388 -4.6980 1.1805
18 C 1.4889 -4.1153 0.1049
19 C 0.0937 -4.4699 -0.2742
20 N -0.7929 -3.5828 -0.4372
21 C -2.1790 -4.0628 -0.5009
22 C -3.0691 -3.2786 -1.4705
23 C -4.0798 -2.3238 -0.8254
24 N -3.4631 -1.2848 0.0034
25 C -3.9934 -1.0392 1.1296
26 C -3.5227 -0.1007 2.1543
27 C -4.3126 -0.0289 3.2812
28 C -2.2750 0.6341 2.1152
29 O -1.5687 0.7963 1.0744
30 C 2.2640 -3.0778 -0.6168
31 O 1.9941 -2.6962 -1.7270
32 H -4.4979 1.1333 6.5065
33 H -5.3557 -0.2610 5.8468
34 H -5.8079 1.3647 5.3520
35 H -2.3712 1.6189 5.4529
36 H -0.2667 1.6395 4.7404
37 H 0.2566 1.4728 1.8842
38 H 1.8626 1.7636 4.3921
39 H 2.4320 2.4148 2.8976
40 H 2.0567 -0.6133 3.0346
41 H 3.2248 0.0572 4.1089
42 H 4.5064 -0.7432 2.4077
43 H 4.5746 1.0127 2.3404
44 H 4.5298 0.5844 0.2657
45 H 3.0746 -0.8473 -1.1094
46 H 4.7587 -2.7422 1.8818
47 H 4.7593 -4.6675 3.3220
48 H 4.1096 -6.0877 2.4904
49 H 3.1240 -5.2623 3.6793
50 H 1.5171 -5.5174 1.6656
51 H -0.1513 -5.5372 -0.2495
52 H -2.5789 -3.9703 0.5137
53 H -2.1956 -5.1276 -0.7506
54 H -3.6543 -3.9861 -2.0592
55 H -2.4355 -2.7582 -2.1932
56 H -4.8069 -2.9016 -0.2441
57 H -4.6408 -1.8305 -1.6256
58 H -4.8839 -1.6010 1.4369
59 H -5.2541 -0.5707 3.2663
60 C -3.8301 2.7184 -0.6493
61 C -2.5626 3.2079 -1.2638
62 C -2.1435 4.5245 -1.4687
63 C -0.8869 4.4387 -2.0309
64 C 0.0084 5.5414 -2.4836
65 N -0.5729 3.1240 -2.1486
66 N -1.6163 2.3715 -1.6831
67 B 0.6804 2.5079 -2.7457
68 N 0.4754 1.5012 -3.8380
69 N -0.2375 0.3627 -3.5868
70 C -0.1527 -0.3948 -4.6762
71 C -0.8209 -1.7267 -4.7602
72 C 0.6135 0.2574 -5.6511
73 C 0.9992 1.4540 -5.0889
74 C 1.8105 2.5588 -5.6750
75 N 1.3652 1.6451 -1.4881
76 N 0.6017 0.6543 -0.8398
77 C 1.2246 0.1759 0.1666
78 C 0.6567 -0.9522 0.9622
79 C 2.5108 0.9682 0.3245
80 C 2.5207 1.7768 -0.9478
81 C 3.5963 2.6944 -1.3935
82 H -4.6540 3.3865 -0.8916
83 H -4.1014 1.7206 -1.0030
84 H -3.7368 2.6763 0.4372
85 H -2.6928 5.4252 -1.2544
86 H -0.4707 6.4977 -2.2901
87 H 0.9634 5.5301 -1.9573
88 H 0.2110 5.4746 -3.5524
89 H 1.4821 3.3391 -3.0251
90 H -0.7781 -2.2490 -3.8023
91 H -1.8636 -1.6260 -5.0671
92 H -0.3238 -2.3520 -5.4985
93 H 0.8478 -0.0957 -6.6407
94 H 2.0739 2.3130 -6.7004
95 H 1.2531 3.4956 -5.6843
96 H 2.7360 2.7228 -5.1213
97 H 0.0591 -1.5926 0.3056
98 H 1.4240 -1.5641 1.4195
99 H -0.0088 -0.5896 1.7374
100 H 2.3925 1.7280 1.1008
101 H 4.4759 2.6324 -0.7527
102 H 3.8875 2.4586 -2.4183
103 H 3.2446 3.7274 -1.3897



No. 4
ORCA calculation (ωB97M-V/def2-TZVPD) on an isolated molecule of C18H26ClN3 at a distorted geometry.

Summary:
energy above the lowest of the compared OMol25 structures with the same formula, charge and spin	438.0	kcal/mol
orbital gap	7.63	eV

Geometry (Å):
1 C -0.8240 2.5370 1.3106
2 H -1.6567 2.9582 0.8749
3 H -0.9490 1.7811 1.8404
4 H -0.2925 3.2518 1.7884
5 C -0.0124 1.9148 -0.1313
6 N 1.2235 1.4716 0.3666
7 C 1.1875 0.2926 1.3799
8 H 1.3525 0.7412 2.1473
9 C 2.3630 -0.5263 0.7838
10 C 2.4541 -1.0654 -0.5872
11 H 3.3556 -1.1827 -0.8074
12 C 1.3164 -2.0502 -1.0026
13 N 0.0873 -1.8372 -1.0899
14 C -0.9154 -1.7114 -0.0411
15 C -0.8617 -2.6332 0.9155
16 C -1.9767 -2.6925 2.0760
17 N -2.9742 -2.1283 1.8995
18 C -3.1911 -1.2408 0.8398
19 C -4.2468 -0.3421 0.5826
20 C -4.5966 0.3917 -0.3261
21 C -3.6700 0.4245 -1.5662
22 C -2.5708 -0.1782 -1.2232
23 C -2.1732 -0.9669 -0.2056
24 H -1.8184 -0.1575 -2.0287
25 H -3.8313 1.2146 -2.5793
26 Cl -5.9465 1.2799 -0.5911
27 H -5.0653 -0.7259 1.4369
28 H -1.7938 -3.1285 2.7964
29 H -0.0507 -3.2421 1.3531
30 H -0.0288 -0.9923 -1.6171
31 H 1.4862 -2.7987 -0.1716
32 C 1.7369 -2.8195 -2.3703
33 H 2.7791 -3.2214 -2.1793
34 H 1.0106 -3.6823 -2.5171
35 H 1.7449 -2.1120 -3.0298
36 H 2.2420 0.0466 -1.1734
37 H 2.3788 -1.4030 1.3791
38 H 3.3666 -0.0333 1.3398
39 H 0.3047 -0.0506 1.1263
40 C 2.1529 2.7055 0.7266
41 C 3.0776 2.9603 -0.4694
42 H 3.3616 2.2683 -0.8591
43 H 3.6389 3.7518 -0.3505
44 H 2.2478 3.3192 -1.3184
45 H 1.7058 3.5090 1.0505
46 H 3.1556 2.0952 1.3148
47 H 0.1818 2.8307 -0.6122
48 H -0.4662 1.1766 -0.4809



| no. | E (eV) |
| --- | --- |
| 1 | -74296.8362 |
| 2 | -10335.1553 |
| 3 | -66150.1520 |
| 4 | -36062.3348 |